# 1
9 unconnected molecules or ions with the total composition C5H26NO10 in a non-equilibrium geometry. Source: OMol25; level of theory: ωB97M-V with the def2-TZVPD basis set.

Geometry as XYZ:
```
42
C5H26NO10 ωB97M-V with the def2-TZVPD basis set
O -0.20929 -1.87484 -0.52665
C -1.03087 -1.45894 -1.30930
C -1.75679 -0.16366 -0.88078
C -0.95039 0.97482 -1.53030
C -1.72663 2.29039 -1.48960
C -0.92190 3.40467 -0.83575
O -0.62887 3.30060 0.32742
N -1.67058 -0.10808 0.60989
H -1.18366 -1.80008 -2.33554
H -2.81068 -0.16904 -1.17311
H 0.01572 1.05991 -1.02504
H -0.69713 0.65064 -2.53640
H -2.24394 2.51913 -2.42701
H -2.58604 2.29143 -0.79390
H -0.70611 4.29944 -1.43781
H -1.63577 0.87564 0.89465
H -0.80012 -0.55012 0.91767
H -2.51820 -0.53541 0.97375
H 3.08983 -0.95710 -2.31677
H 2.21777 -1.78768 -1.42990
O 2.22202 -0.90511 -1.88932
H 1.68468 0.68363 1.18098
H 0.65185 1.73407 1.62253
O 0.74741 0.78891 1.37576
H -0.67863 -0.53179 3.57778
H 0.51396 -0.60133 2.58721
O -0.18817 -1.12888 3.01415
H 2.90920 -0.83733 -0.15181
H 3.98748 0.09641 0.47502
O 3.14399 -0.33045 0.64403
H -3.12280 -2.48075 2.45577
H -1.68813 -2.66246 2.07344
O -2.52816 -2.34568 1.70991
H 0.70376 2.57211 4.05792
H 1.33133 3.44575 2.91039
O 0.65654 2.79580 3.12535
H 1.92590 -2.76734 0.66539
H 3.39513 -2.76533 0.43797
O 2.57655 -2.77144 -0.04942
H 0.82290 -1.01354 -3.14228
H 0.42608 -1.59533 -4.52676
O 0.10459 -1.10088 -3.77429
```

Summary:
- Kohn-Sham gap (Eh) = 0.39350
- total charge = +1
- 2S+1 = 1

---

# 2
A molecular structure, C26H34ClMoO2 in a non-equilibrium geometry. Source: OMol25; level of theory: ωB97M-V with the def2-TZVPD basis set.

Geometry as XYZ:
```
64
C26H34ClMoO2 ωB97M-V with the def2-TZVPD basis set
O 2.20648 -1.14749 -0.63528
C 1.93909 -2.59646 -0.97021
C 2.98917 -2.58072 -2.09229
H 0.89914 -2.87971 -1.21730
H 2.28459 -3.21931 -0.13654
C 3.40301 -1.23806 -1.48199
H 2.57585 -2.47265 -3.10399
H 3.74176 -3.36626 -1.98082
C 3.64434 -0.07531 -2.38855
H 2.82605 0.12788 -3.06688
H 4.57548 -0.23448 -2.93811
H 3.77130 0.83121 -1.80890
C 4.69676 -1.48314 -0.73824
H 4.70245 -2.47239 -0.26148
H 4.90730 -0.70679 0.00348
H 5.53480 -1.47832 -1.45658
Mo 0.32983 0.48577 1.52172
C 0.12179 -0.51842 3.91492
C -1.13670 -1.03878 3.50940
C -0.99156 -1.61498 2.20331
H -2.01709 -1.11320 4.14287
C 0.43161 -1.68601 1.92236
C 1.12529 -0.98653 2.98555
H 2.20722 -0.90576 3.09272
H 0.32419 -0.01038 4.86224
H -1.75495 -2.11025 1.61668
H 0.90391 -2.17728 1.08486
C 0.58427 2.39528 2.81074
C 1.86731 1.81552 2.56154
C 2.07951 1.78061 1.13893
H 2.57837 1.55693 3.33643
C 0.87663 2.26454 0.49939
C -0.04370 2.67942 1.55948
H -0.96814 3.25201 1.45893
H 0.15177 2.62800 3.78117
H 3.01364 1.59591 0.62543
H 0.81720 2.54936 -0.54129
O 0.64289 -0.44972 -3.53700
C -0.20040 0.01766 -2.44693
C -1.14611 -1.11889 -2.02940
H -0.81498 0.80921 -2.92224
H 0.35280 0.48400 -1.58619
C -1.22556 -2.01727 -3.31176
H -2.14885 -0.68992 -1.83315
H -0.73326 -1.52778 -1.08685
C -0.23872 -1.36352 -4.31712
H -2.26324 -2.01747 -3.70552
H -0.96241 -3.06507 -3.12399
H -0.76086 -0.85723 -5.16940
H 0.41090 -2.12169 -4.77860
Cl -4.14559 -0.75430 1.92046
C -4.20131 0.92584 1.66267
C -5.17228 1.65251 2.33095
C -5.37378 3.01101 2.02969
C -4.53714 3.64514 1.11332
C -3.49032 2.95645 0.51165
C -3.28825 1.57812 0.75949
C -2.23761 0.87734 0.14767
H -5.78185 1.17566 3.08938
H -6.15865 3.58794 2.52012
H -4.66855 4.69657 0.85827
H -2.82312 3.44881 -0.19576
H -1.74010 1.42428 -0.65475
H -2.49161 -0.15744 -0.05873
```

Summary:
- Kohn-Sham gap (spin up / spin down) (Eh) = 0.22564 / 0.21772
- total charge = +1
- 2S+1 = 3

---

# 3
A gas-phase ion, C4H9NO (charge +1) in a non-equilibrium geometry. Source: OMol25; level of theory: ωB97M-V with the def2-TZVPD basis set.

Geometry as XYZ:
```
15
C4H9NO ωB97M-V with the def2-TZVPD basis set
C 0.58510 -0.72844 1.69610
N 0.37568 0.09867 0.55638
C -0.93239 0.44455 0.09935
C -1.34989 -0.25745 -1.22726
C 1.52613 0.47192 -0.24207
O 1.63713 -0.67562 2.25462
H -0.21317 -1.38657 2.05185
H -1.65425 0.12169 0.82732
H -0.94694 1.51024 -0.06726
H -2.24197 0.25423 -1.58288
H -1.63664 -1.29343 -1.06272
H -0.52494 -0.24734 -1.94487
H 1.44728 -0.03092 -1.21085
H 2.44052 0.16910 0.24810
H 1.48837 1.54937 -0.39581
```

Summary:
- Kohn-Sham gap (spin up / spin down) (Eh) = 0.46338 / 0.28865
- total charge = +1
- 2S+1 = 2

---

# 4
9 unconnected molecules or ions with the total composition C54H45N9O18 in a non-equilibrium geometry. Source: OMol25; level of theory: ωB97M-V with the def2-TZVPD basis set.

Geometry as XYZ:
```
126
C54H45N9O18 ωB97M-V with the def2-TZVPD basis set
C -18.69645 1.54663 5.10041
C -18.96503 2.77187 5.76819
C -18.49470 3.98232 5.24865
C -17.88400 3.98890 4.00286
C -17.55975 2.78697 3.33905
C -17.99306 1.57854 3.91930
N -17.36255 5.30711 3.50923
O -17.01257 5.40881 2.30968
O -17.32064 6.25193 4.26508
H -19.03662 0.64611 5.59004
H -19.38825 2.71105 6.75995
H -18.84375 4.86034 5.77176
H -16.85341 2.76525 2.52235
H -17.75087 0.61877 3.48736
C -30.32082 1.68600 -0.62372
C -30.73777 1.59977 -1.95962
C -29.81411 1.63444 -2.97670
C -28.48502 1.84590 -2.68142
C -28.04892 1.92110 -1.35749
C -28.96546 1.83993 -0.35877
N -27.49001 1.98676 -3.80550
O -26.26237 2.12379 -3.54232
O -27.86031 1.89277 -4.97971
H -31.04894 1.48643 0.14856
H -31.78729 1.50984 -2.19801
H -30.18967 1.51334 -3.98202
H -26.97511 1.95748 -1.24789
H -28.76315 1.84258 0.70210
C -23.10706 -5.13750 7.38142
C -22.27518 -4.42845 8.23622
C -21.85963 -3.14911 7.98759
C -22.30946 -2.51244 6.77494
C -23.07121 -3.28112 5.84070
C -23.54097 -4.51915 6.20252
N -22.02056 -1.09110 6.42214
O -22.71381 -0.56687 5.54852
O -21.17889 -0.43791 7.04698
H -23.47670 -6.10644 7.68294
H -21.92025 -4.94734 9.11439
H -21.29970 -2.54335 8.68466
H -23.35814 -2.76485 4.93652
H -24.21478 -5.04090 5.53909
C -23.09614 2.44394 7.81226
C -23.78552 3.26680 8.78366
C -23.96232 4.61855 8.53200
C -23.40834 5.27371 7.42689
C -22.61205 4.48100 6.58567
C -22.43451 3.09315 6.76684
N -23.68072 6.73638 7.25166
O -22.90779 7.42532 6.65959
O -24.75071 7.12827 7.68925
H -22.97776 1.37624 7.92375
H -24.29239 2.85480 9.64375
H -24.51133 5.21041 9.24941
H -22.07704 4.93287 5.76348
H -21.92177 2.56866 5.97411
C -23.37536 -4.06138 0.61492
C -22.94545 -2.80776 1.08066
C -23.60715 -1.65696 0.63452
C -24.72905 -1.74193 -0.17359
C -25.02873 -2.93556 -0.75626
C -24.42630 -4.08089 -0.31614
N -25.45632 -0.48255 -0.59116
O -25.06365 0.59221 -0.13944
O -26.41421 -0.61666 -1.37157
H -22.90696 -5.00389 0.85719
H -22.01761 -2.62304 1.60161
H -23.19723 -0.72416 0.99263
H -25.74340 -3.04902 -1.55799
H -24.80687 -4.99068 -0.75642
C -18.91862 11.06561 0.95239
C -18.10884 9.98534 1.32881
C -18.74950 8.79448 1.76400
C -20.16776 8.70389 1.82084
C -20.93445 9.83772 1.47673
C -20.32096 11.01999 1.05210
N -20.79321 7.46852 2.28058
O -20.07060 6.57316 2.63853
O -22.01069 7.34714 2.19953
H -18.45403 12.03152 0.81982
H -17.05795 10.22797 1.38494
H -18.14393 7.98948 2.15343
H -22.01439 9.84828 1.47307
H -20.87775 11.89474 0.75012
C -25.81957 4.95530 -0.19287
C -24.87470 3.98029 -0.56739
C -23.56516 4.39873 -0.77054
C -23.17061 5.72614 -0.56389
C -24.16471 6.66521 -0.19911
C -25.47276 6.30472 -0.01821
N -21.79354 6.14127 -0.82698
O -21.45619 7.24315 -0.52969
O -21.01833 5.37511 -1.32722
H -26.76530 4.54920 0.13438
H -25.17331 2.94515 -0.64290
H -22.79441 3.70792 -1.07900
H -23.97104 7.71486 -0.03450
H -26.12649 7.11479 0.26959
C -21.77107 3.57431 2.91955
C -21.83375 2.26235 3.24792
C -23.02896 1.56369 3.14502
C -24.21583 2.16744 2.74330
C -24.14592 3.56062 2.55989
C -22.94146 4.21018 2.64904
N -25.45094 1.46976 2.74487
O -26.50728 2.04166 2.40733
O -25.46501 0.28872 3.15405
H -20.80021 4.03914 2.83128
H -20.91089 1.71679 3.37864
H -23.01094 0.48980 3.25826
H -25.06437 4.07840 2.32593
H -22.93413 5.27792 2.48692
C -29.24654 -1.82954 1.24332
C -27.98072 -1.36873 1.59683
C -26.99971 -2.28777 1.96025
C -27.31232 -3.67375 2.06484
C -28.60164 -4.11134 1.74255
C -29.52623 -3.20016 1.28650
N -26.26630 -4.66674 2.49547
O -25.31503 -4.32366 3.18247
O -26.37237 -5.83583 2.17848
H -29.96894 -1.11884 0.86990
H -27.71706 -0.32142 1.59224
H -25.98852 -1.93422 2.09773
H -28.82559 -5.16398 1.65205
H -30.52022 -3.42763 0.93059
```

Summary:
- Kohn-Sham gap (Eh) = 0.31098
- total charge = 0
- 2S+1 = 1
- SMILES = O=[N+]([O-])c1ccccc1.O=[N+]([O-])c1ccccc1.O=[N+]([O-])c1ccccc1.O=[N+]([O-])c1ccccc1.O=[N+]([O-])c1ccccc1.O=[N+]([O-])c1ccccc1.O=[N+]([O-])c1ccccc1.O=[N+]([O-])c1ccccc1.O=[N+]([O-])c1ccccc1

---

Relative energy (zero: lowest compared OMol25 entry of this formula, charge and spin) values, unit eV, following the record order: 0.326, 1.474, 0.867, 2.065.